{"formula": "C38H56As2CoNO2", "method": "ωB97M-V/def2-TZVPD", "symbols": ["As", "As", "Co", "O", "O", "N", "C", "C", "C", "C", "C", "C", "C", "C", "C", "C", "C", "C", "C", "C", "C", "C", "C", "C", "C", "C", "C", "C", "C", "C", "C", "C", "C", "C", "C", "C", "C", "C", "C", "C", "C", "C", "C", "C", "H", "H", "H", "H", "H", "H", "H", "H", "H", "H", "H", "H", "H", "H", "H", "H", "H", "H", "H", "H", "H", "H", "H", "H", "H", "H", "H", "H", "H", "H", "H", "H", "H", "H", "H", "H", "H", "H", "H", "H", "H", "H", "H", "H", "H", "H", "H", "H", "H", "H", "H", "H", "H", "H", "H", "H"], "positions_angstrom": [[-1.257, -1.620, -0.133], [-2.332, 1.490, -0.153], [-0.109, 0.679, -0.201], [0.045, 0.738, 1.697], [0.178, 0.694, -2.087], [1.709, 0.187, -0.131], [0.479, 0.573, 4.603], [6.114, 1.328, 2.614], [0.855, 0.620, -4.923], [5.590, 0.206, 4.771], [-0.432, -0.219, -4.877], [-3.811, -2.206, 1.195], [-5.063, -1.889, 1.699], [1.547, 0.419, 3.522], [6.066, -1.772, -2.125], [-0.806, -0.210, 4.282], [-5.528, -0.584, 1.634], [-1.797, -2.311, -1.874], [6.046, -0.325, -4.147], [2.270, -0.045, -1.346], [3.907, 0.208, 2.863], [0.149, 2.068, 4.730], [1.359, 0.307, -2.422], [3.515, -0.605, -1.643], [0.510, 2.112, -4.788], [-2.680, 3.003, 1.004], [-0.758, -3.271, 0.767], [0.991, 0.056, 5.953], [3.025, -0.330, -3.999], [-4.733, 0.405, 1.077], [1.781, 0.195, -3.788], [5.378, 0.142, 3.258], [-3.228, 1.983, -1.799], [2.250, 0.214, 1.123], [-3.006, -1.222, 0.629], [-3.469, 0.097, 0.581], [5.978, -1.175, 2.740], [3.901, -0.754, -2.959], [1.510, 0.414, -6.290], [5.000, -2.607, -4.211], [3.576, 0.139, 1.512], [2.883, 0.323, 3.830], [5.242, -1.361, -3.345], [1.220, 0.450, 2.129], [-1.463, -4.071, 0.547], [5.536, -0.033, -5.065], [0.185, 0.118, 6.684], [-0.136, 2.412, -5.616], [6.299, -0.916, -1.487], [4.357, 0.063, 0.775], [-1.450, -0.203, 5.162], [-1.078, 0.056, -5.713], [7.170, 1.297, 2.889], [7.013, -0.748, -4.425], [-0.918, -2.669, -2.408], [-1.359, 0.216, 3.451], [1.818, 0.647, 6.349], [1.309, -0.986, 5.886], [5.460, -2.036, 3.167], [6.658, 0.160, 4.983], [3.174, 0.327, 4.867], [5.702, 2.278, 2.958], [7.029, -1.235, 3.023], [4.149, -0.956, -0.849], [5.115, -0.632, 5.285], [-3.162, 1.157, -2.505], [5.922, -1.249, 1.653], [-6.506, -0.335, 2.023], [7.013, -2.199, -2.457], [1.414, 2.723, -4.831], [-0.979, -0.053, -3.950], [-2.249, -1.506, -2.452], [-0.007, 2.323, -3.855], [5.211, 1.138, 5.196], [6.052, 1.305, 1.526], [-0.622, 2.218, 5.488], [5.957, -3.047, -4.494], [-0.222, 2.467, 3.783], [1.739, -0.636, -6.480], [3.374, -0.443, -5.014], [-2.515, -3.122, -1.758], [-0.712, -3.106, 1.842], [-3.466, -3.231, 1.248], [-4.273, 2.213, -1.604], [-2.732, 2.852, -2.229], [-2.329, 2.764, 2.006], [-5.105, 1.421, 1.039], [5.556, -2.529, -1.526], [1.032, 2.639, 5.021], [-5.678, -2.662, 2.140], [4.429, -3.358, -3.662], [0.230, -3.565, 0.414], [-0.205, -1.283, -4.964], [2.426, 0.998, -6.394], [4.459, -2.371, -5.127], [-0.583, -1.253, 4.043], [-3.741, 3.245, 1.033], [0.819, 0.743, -7.066], [-2.128, 3.863, 0.629], [6.224, 0.574, -3.555]], "forces_ev_per_angstrom": [[0.006, 0.017, -0.092], [-0.012, 0.002, -0.013], [-0.018, -0.096, 0.059], [0.003, 0.001, 0.203], [0.016, 0.109, -0.105], [0.043, 0.077, -0.014], [-0.009, 0.035, 0.003], [0.003, -0.002, -0.001], [-0.009, 0.007, -0.003], [-0.007, 0.000, 0.003], [-0.051, 0.011, 0.017], [0.010, -0.003, -0.030], [-0.007, -0.013, 0.009], [0.052, -0.012, 0.028], [0.002, 0.005, -0.002], [0.059, -0.087, -0.023], [-0.021, 0.004, 0.007], [-0.012, -0.032, 0.019], [-0.004, 0.004, 0.003], [0.086, -0.053, 0.124], [0.033, -0.001, -0.012], [-0.057, 0.017, -0.056], [-0.072, -0.043, 0.020], [-0.069, 0.029, 0.013], [0.041, -0.022, 0.001], [-0.007, -0.003, -0.003], [-0.008, 0.023, 0.025], [0.002, 0.074, 0.029], [-0.028, 0.076, -0.057], [0.006, 0.009, -0.001], [0.013, -0.024, -0.035], [0.010, 0.002, -0.014], [0.006, 0.000, 0.009], [0.039, -0.052, -0.070], [-0.002, 0.051, 0.001], [0.022, -0.031, 0.015], [0.005, 0.003, -0.003], [0.032, -0.031, 0.036], [-0.011, -0.019, -0.001], [-0.007, -0.005, -0.009], [-0.085, 0.008, -0.023], [-0.054, -0.136, 0.052], [0.014, 0.007, 0.023], [-0.021, 0.134, -0.098], [0.000, 0.003, 0.006], [-0.001, 0.002, -0.005], [-0.002, -0.012, -0.002], [-0.003, -0.004, 0.007], [-0.004, 0.002, -0.004], [0.025, -0.007, -0.016], [-0.010, 0.000, -0.009], [0.001, -0.001, -0.014], [-0.001, -0.003, 0.001], [0.001, -0.001, -0.001], [0.000, 0.002, 0.005], [-0.005, 0.031, -0.035], [0.007, 0.014, -0.027], [-0.002, -0.003, 0.009], [-0.002, 0.000, 0.002], [0.001, 0.000, 0.000], [-0.010, -0.005, -0.005], [-0.002, -0.001, 0.003], [-0.001, 0.002, 0.001], [0.028, 0.002, 0.024], [0.000, 0.000, 0.002], [0.005, -0.008, 0.007], [0.000, -0.001, 0.000], [0.000, 0.001, -0.001], [-0.002, -0.002, -0.002], [-0.003, -0.004, 0.003], [0.025, -0.011, -0.069], [0.004, -0.002, 0.011], [-0.021, 0.005, 0.046], [0.000, -0.002, 0.000], [0.000, -0.001, -0.004], [0.004, -0.005, 0.008], [0.001, -0.003, -0.001], [0.005, -0.012, 0.017], [0.007, -0.007, 0.006], [-0.004, -0.002, -0.009], [0.004, -0.005, -0.003], [-0.003, 0.012, -0.002], [0.001, 0.005, -0.003], [0.000, -0.001, -0.002], [0.001, 0.003, 0.005], [-0.002, -0.008, 0.000], [0.003, 0.001, -0.001], [0.001, -0.004, -0.001], [0.001, 0.000, 0.011], [0.000, 0.000, 0.001], [-0.001, -0.001, 0.000], [-0.001, 0.001, -0.008], [0.003, -0.008, -0.007], [-0.006, 0.001, -0.003], [0.002, 0.000, 0.005], [0.015, -0.002, 0.023], [0.001, -0.001, 0.000], [0.003, 0.003, 0.000], [0.002, -0.004, -0.005], [0.001, 0.000, -0.001]], "charge": 1, "spin_multiplicity": 4, "s2": 3.79}

{"formula": "C38H56IN3O6", "method": "ωB97M-V/def2-TZVPD", "symbols": ["I", "O", "O", "O", "O", "O", "O", "N", "N", "N", "C", "C", "C", "C", "C", "C", "C", "C", "C", "C", "C", "C", "C", "C", "C", "C", "C", "C", "C", "C", "C", "C", "C", "C", "C", "C", "C", "C", "C", "C", "C", "C", "C", "C", "C", "C", "C", "C", "H", "H", "H", "H", "H", "H", "H", "H", "H", "H", "H", "H", "H", "H", "H", "H", "H", "H", "H", "H", "H", "H", "H", "H", "H", "H", "H", "H", "H", "H", "H", "H", "H", "H", "H", "H", "H", "H", "H", "H", "H", "H", "H", "H", "H", "H", "H", "H", "H", "H", "H", "H", "H", "H", "H", "H"], "positions_angstrom": [[2.466, 1.599, 4.267], [1.503, 3.188, 1.314], [-0.223, -1.784, 1.591], [-2.260, -0.700, -0.456], [2.668, 0.611, -3.465], [0.478, -0.471, -3.357], [-9.499, -0.111, 0.645], [4.069, -7.088, 0.922], [7.223, -0.103, 1.525], [5.859, -2.736, -2.945], [4.542, -2.356, -2.951], [-1.392, 1.260, -2.718], [-7.738, 1.174, -0.819], [3.219, -0.685, 2.106], [1.900, 0.082, 2.793], [3.821, -3.309, -2.267], [3.524, -0.205, 0.569], [0.922, 0.601, 1.587], [5.984, -3.924, -2.272], [-1.411, -1.930, 2.445], [0.259, 2.199, -0.671], [-3.797, 4.150, 0.521], [-9.387, -1.579, 0.664], [-2.620, 5.253, 0.094], [8.330, 0.172, 2.285], [4.810, -6.389, 1.840], [-0.718, 1.210, -1.223], [4.615, -8.334, 0.753], [-6.330, 4.682, -0.437], [7.608, -0.753, 0.381], [8.976, -0.903, 0.417], [9.434, -0.318, 1.622], [0.947, 2.062, 0.848], [-1.453, -0.957, 3.762], [5.845, -7.197, 2.255], [-7.671, 3.819, -0.055], [0.692, 3.505, -1.598], [-7.397, 2.258, 0.368], [-1.130, -0.037, -0.197], [5.722, -8.427, 1.567], [-0.598, 0.398, -3.866], [-0.094, -0.398, 1.065], [1.683, -0.046, -4.137], [-0.131, 4.842, -1.045], [4.733, -4.301, -1.837], [-5.262, 4.858, 0.822], [-9.209, 0.452, -0.685], [-1.770, 4.715, -1.242], [-10.049, -2.106, -0.148], [-2.521, 0.934, -2.601], [6.606, -6.929, 2.976], [-3.985, 3.337, -0.302], [4.538, -5.380, 2.118], [6.371, -9.289, 1.656], [9.580, -1.381, -0.344], [-2.585, -0.961, 4.141], [-1.890, 5.400, 1.026], [0.226, 5.746, -1.710], [6.877, -1.054, -0.357], [-0.812, -1.351, 4.658], [-8.335, 4.327, 0.785], [1.352, -0.781, 3.409], [-5.842, 4.185, -1.382], [-8.110, 2.009, 1.276], [-8.356, 3.816, -1.033], [2.752, -3.291, -2.097], [-5.728, 4.252, 1.735], [-7.645, 1.627, -1.907], [0.097, 5.048, 0.094], [6.619, -2.222, -3.370], [10.457, -0.259, 1.968], [-8.241, -1.884, 0.590], [2.748, -0.626, -0.233], [-0.113, 1.147, -4.654], [-2.168, 5.345, -2.175], [-1.375, -0.244, -4.504], [3.643, 0.953, 0.423], [-1.190, 0.166, 3.565], [4.503, -5.195, -1.272], [-6.910, 0.324, -0.738], [2.976, -1.853, 2.077], [1.790, -0.206, -5.304], [-2.128, 3.612, -1.411], [1.859, 3.658, -1.402], [6.951, -4.397, -2.160], [4.171, -9.044, 0.069], [-3.217, 6.246, -0.169], [-9.750, -1.988, 1.718], [-3.438, 3.593, 1.509], [3.248, -6.739, 0.445], [-9.201, -0.462, -1.442], [4.189, -0.594, 2.782], [6.271, 0.138, 1.769], [-10.100, 1.151, -1.055], [-2.439, -1.822, 1.894], [-1.422, 2.388, -3.107], [-1.386, -3.049, 2.862], [-5.174, 5.973, 1.203], [4.564, -0.707, 0.266], [-6.707, 5.783, -0.701], [-6.303, 2.032, 0.739], [8.238, 0.689, 3.230], [4.232, -1.442, -3.440], [0.516, 3.331, -2.749]], "forces_ev_per_angstrom": [[-0.298, -0.632, -0.778], [-3.111, -7.108, -2.371], [-0.597, 3.778, -0.412], [6.770, 3.550, 1.880], [-6.601, -4.694, -4.699], [2.136, 1.956, -2.901], [0.233, -0.912, -1.461], [-0.025, -0.002, 0.026], [0.058, 0.016, -0.027], [-0.035, -0.057, 0.002], [-0.099, 0.123, -0.039], [-0.126, 0.820, 0.770], [0.396, -0.648, 0.369], [-0.019, -0.405, -0.336], [-0.335, -1.919, -1.316], [-0.067, 0.348, -0.196], [0.892, -0.772, -0.519], [-2.914, -2.552, -1.213], [0.049, -0.093, 0.098], [-1.390, -0.756, 1.917], [-2.104, -2.162, -2.018], [-0.081, 0.441, 0.724], [0.543, -0.628, 0.911], [-0.630, -0.627, -0.316], [0.072, -0.026, 0.055], [0.078, 0.066, 0.061], [2.587, 1.316, 2.507], [0.075, -0.099, -0.044], [-0.610, 0.977, 0.537], [0.004, -0.056, -0.051], [-0.312, -0.078, -0.244], [-0.079, 0.211, 0.344], [1.525, 4.021, 0.426], [-0.942, -0.039, 0.420], [-0.155, 0.381, 0.075], [-0.392, -0.154, -0.487], [0.347, -0.137, 1.775], [-0.631, -0.378, 0.209], [-3.648, -1.419, -1.904], [-0.226, -0.229, -0.269], [-1.113, 0.452, -1.542], [1.450, 1.714, 0.665], [4.364, 3.509, 5.105], [-0.398, 0.014, -0.817], [0.365, -0.141, 0.013], [-0.384, -1.311, 0.639], [0.121, -0.632, -1.504], [-0.656, 0.405, 0.381], [1.375, 1.139, 1.338], [2.450, 0.341, -0.285], [-0.145, -0.025, -0.127], [0.560, 1.551, 1.465], [0.090, -0.168, -0.049], [-0.127, 0.140, -0.028], [-0.115, 0.076, 0.123], [2.454, -0.032, -0.825], [-1.659, -0.117, -2.148], [-0.560, -1.696, 1.539], [0.128, 0.001, 0.095], [-1.022, 0.716, -1.844], [1.673, -0.837, -1.685], [0.934, 2.298, -1.477], [-0.772, 1.066, 1.863], [1.509, 0.377, -1.826], [1.398, -0.029, 2.068], [0.150, 0.031, -0.040], [0.899, 1.336, -1.872], [-0.247, -0.775, 2.239], [-0.259, -0.555, -2.466], [-0.304, -0.204, 0.159], [-0.184, 0.003, -0.044], [-2.395, 0.478, -0.171], [1.575, 1.020, 1.981], [-1.168, -1.318, 1.769], [1.105, -1.392, 1.936], [1.660, 1.230, 1.597], [-0.335, -2.198, 0.485], [-0.382, -2.182, 0.153], [0.121, 0.130, -0.092], [-1.845, 1.657, -0.254], [0.364, 2.575, 0.025], [-0.697, 0.033, 2.453], [0.982, 2.037, 0.329], [-2.602, -0.250, -0.526], [-0.190, 0.057, 0.028], [0.110, 0.107, 0.123], [1.617, -1.945, 0.663], [0.665, 1.214, -2.194], [-0.763, 1.093, -2.143], [0.311, -0.147, 0.214], [-0.010, 1.926, 1.327], [-2.172, 0.089, -1.333], [0.332, -0.058, -0.130], [1.946, -1.293, 1.199], [2.285, 0.005, 0.536], [0.136, -2.524, 1.071], [0.195, 2.439, -1.139], [-0.049, -2.248, -1.041], [-2.215, 1.112, 0.572], [0.839, -2.458, 0.209], [-2.075, 0.810, -0.766], [0.048, -0.099, -0.161], [0.043, -0.126, 0.161], [0.254, 0.161, 2.498]], "charge": 0, "smiles": "CCOC1=C([C@H](I)CC)C(=O)C(CCCCCCCCCCCOC)=C(CCOC=O)C1=O.c1cc[nH]c1.c1cc[nH]c1.c1cc[nH]c1"}

Number 1: electronic energy -205199.929 eV. Number 2: electronic energy -65152.142 eV.